Record 1
DFT (ωB97M-V/def2-TZVPD) results for a structure of composition C21H33Br39N3OP.

Element x y z (Å)
N  2.6953  5.5271  -8.6277
C  2.2702  4.5982  -7.8291
N  3.1987  3.6900  -7.1530
N  0.8269  4.3934  -7.5600
C  0.7042  4.4631  -6.0593
C  -0.7576  4.8045  -5.5666
C  -0.8498  5.3933  -4.0979
C  0.3494  5.0066  -3.1358
P  0.1597  3.2643  -2.3739
C  1.8509  2.3905  -2.3633
C  2.1623  1.5599  -3.6870
C  1.0288  0.4697  -3.8267
O  1.4162  -0.5484  -4.7913
H  1.8233  5.9836  -8.9491
H  4.1307  3.7721  -7.5784
H  3.3480  4.0055  -6.1836
H  0.6889  3.4061  -7.8270
H  1.4085  5.2642  -5.6920
H  0.9583  3.4371  -5.6682
H  -1.4080  3.8896  -5.6402
H  -1.1726  5.5652  -6.3019
H  -0.9816  6.5084  -4.0556
H  -1.7853  4.9425  -3.6325
H  1.3780  5.1648  -3.5630
H  0.2782  5.7065  -2.2427
H  -0.7598  2.6024  -3.2470
H  2.6944  3.1000  -2.0951
H  1.8266  1.6404  -1.5082
H  3.1348  0.9881  -3.5205
H  2.3246  2.1873  -4.6054
H  0.9225  -0.0195  -2.8061
H  0.0349  0.8704  -4.1901
H  2.3160  -0.7922  -4.5239
C  -0.7232  -2.2820  -0.6380
Br  -1.2655  -0.4407  -0.8887
Br  -1.8286  -3.5045  -1.6556
Br  1.1609  -2.5326  -1.0142
H  -0.8727  -2.5165  0.4126
C  -3.6037  0.1653  -4.4315
Br  -4.1405  2.0105  -4.6830
Br  -4.7119  -1.0533  -5.4529
Br  -1.7191  -0.0882  -4.8005
H  -3.7559  -0.0704  -3.3819
C  1.1552  3.8805  1.8349
Br  1.8617  4.6190  0.1899
Br  -0.6232  4.5468  2.2160
Br  1.2145  1.9433  1.8352
H  1.8012  4.2189  2.6390
C  -1.5694  -4.2808  2.8305
Br  -2.0865  -2.4713  2.3624
Br  -2.6167  -5.5973  1.8657
Br  0.3321  -4.5668  2.6031
H  -1.7892  -4.4121  3.8908
C  -0.8505  -4.1763  6.9989
Br  -1.3556  -2.3649  6.5269
Br  -1.9041  -5.4880  6.0397
Br  1.0498  -4.4788  6.7714
H  -1.0684  -4.3031  8.0551
C  -5.9208  -5.3610  5.5301
Br  -4.7624  -4.2108  4.4889
Br  -5.1673  -7.1332  5.7509
Br  -6.3891  -4.5599  7.2308
H  -6.8425  -5.4761  4.9682
C  6.4111  3.3644  -2.1206
Br  6.1565  4.6743  -0.7170
Br  5.8573  1.5948  -1.5596
Br  5.5433  3.9006  -3.7684
H  7.4767  3.3163  -2.3231
C  -5.3014  0.1745  4.7805
Br  -3.7086  0.9288  3.9736
Br  -6.3539  -0.8236  3.4973
Br  -4.8775  -0.8833  6.3474
H  -5.9140  1.0071  5.1138
C  2.4889  -0.7141  5.0522
Br  3.5162  -2.1803  4.3111
Br  0.7694  -0.5295  4.1794
Br  2.3079  -0.8614  6.9749
H  3.0460  0.1965  4.8547
C  4.9345  -1.3477  10.6854
Br  4.4330  0.4611  10.2061
Br  3.8762  -2.6618  9.7340
Br  6.8335  -1.6526  10.4565
H  4.7177  -1.4687  11.7422
C  -0.2190  -8.7601  2.3933
Br  0.1288  -8.1184  4.1844
Br  1.4037  -8.8551  1.3425
Br  -1.1894  -10.4366  2.3908
H  -0.8579  -8.0216  1.9168
C  4.1115  -5.8360  -2.0432
Br  3.4624  -6.7560  -0.4700
Br  2.6430  -5.3025  -3.1838
Br  5.2449  -4.3345  -1.5784
H  4.7233  -6.5354  -2.6047
C  -8.2151  2.7431  1.7471
Br  -7.6489  1.4594  0.4118
Br  -9.7332  2.1014  2.7648
Br  -6.7511  3.2742  2.8995
H  -8.5403  3.6324  1.2159

Calculated values
Energy ... -101787.1500 a.u.
Kohn-Sham gap ... 0.278 Eh
Maximum force ... 0.050 hartree/bohr
LUMO level ... -0.39 eV

These are the Mulliken partial charges, in e, on atoms 1 to 2: number 1, N, carries -0.708; number 2, C, carries 0.437

---

Record 2
DFT (ωB97M-V/def2-TZVPD) results for a structure of composition C21H33BrIrN4O2S.

Element x y z (Å)
Ir  -2.2923  -0.5006  -0.5554
N  -4.6808  0.5242  2.5901
C  -3.8366  -0.0334  1.7477
O  -3.6459  0.4881  0.6103
C  -3.0841  -1.2813  2.0920
C  -2.6710  -1.9811  0.7888
H  -5.1377  1.3916  2.3484
H  -4.8547  0.1247  3.4979
H  -3.6424  -1.9269  2.7714
H  -2.1926  -0.9467  2.6274
H  -3.4585  -2.6242  0.3969
H  -1.7789  -2.5857  0.9475
C  4.9146  -0.8371  -1.9041
C  4.5945  -1.3892  -0.5016
C  4.6952  -2.9274  -0.5168
C  5.6141  -0.8362  0.4931
C  3.1757  -1.0108  -0.1466
C  2.1156  -1.4511  -0.9921
C  0.8452  -1.1283  -0.6764
Br  -0.5822  -1.7545  -1.7800
C  0.4754  -0.3654  0.4841
O  -0.7444  -0.1090  0.7520
C  1.5563  0.1146  1.3283
C  2.8429  -0.2458  0.9728
C  1.3810  0.9981  2.5654
C  1.9545  0.2368  3.7765
C  2.1919  2.2903  2.3416
C  -0.0506  1.4154  2.9131
H  5.9389  -1.1043  -2.1628
H  4.8311  0.2503  -1.9257
H  4.2634  -1.2515  -2.6744
H  5.7181  -3.2110  -0.7635
H  4.0400  -3.3805  -1.2616
H  4.4526  -3.3460  0.4608
H  6.6120  -1.1419  0.1818
H  5.4544  -1.2244  1.5005
H  5.6033  0.2547  0.5252
H  2.3300  -2.0413  -1.8727
H  3.6500  0.0976  1.6006
H  3.0161  0.0198  3.6651
H  1.4272  -0.7057  3.9346
H  1.8332  0.8485  4.6705
H  3.2518  2.0970  2.1840
H  2.0995  2.9232  3.2241
H  1.8122  2.8469  1.4833
H  -0.6690  0.5608  3.1843
H  -0.5345  1.9649  2.1071
H  -0.0025  2.0710  3.7828
C  -3.1197  3.5764  -4.2103
C  -2.9119  2.1348  -4.6872
C  -3.4806  1.1496  -3.7252
N  -2.8088  0.4927  -2.8489
N  -3.5948  -0.3028  -2.0564
C  -4.8788  -0.2651  -2.3341
N  -5.8069  -0.9601  -1.6733
S  -5.1931  0.7846  -3.6661
H  -2.6877  4.2665  -4.9318
H  -2.6380  3.7399  -3.2469
H  -4.1790  3.8145  -4.1122
H  -1.8506  1.9101  -4.7900
H  -3.3747  1.9921  -5.6649
H  -5.5306  -1.5823  -0.9336
H  -6.7767  -0.9281  -1.9352

Calculated values
Energy ... -4265.5283 a.u.
Kohn-Sham gap (alpha / beta) ... 0.326 / 0.241 Eh
Maximum force ... 0.019 hartree/bohr
Multiplicity ... 2
Net charge ... +2
Energy above the lowest of the compared OMol25 structures with the same formula, charge and spin ... 9.1 kJ/mol
LUMO level (alpha / beta) ... -5.31 / -8.10 eV

These are the Mulliken partial charges, in e, on atoms 1 to 2: number 1, Ir, carries 1.165; number 2, N, carries -0.378

---

Record 3
DFT (ωB97M-V/def2-TZVPD) results for a cluster of 6 separate species, C21H33BrN3O15 in total.

Element x y z (Å)
C  -2.9872  0.0398  -0.2711
C  -3.1320  -0.8728  -1.5687
C  -1.6989  -1.5075  -1.8358
Br  -1.8477  -3.4673  -2.2204
C  -0.9216  -0.7953  -3.0001
C  -0.9824  0.7952  -3.0467
N  0.3658  1.2815  -2.5352
C  0.8163  0.0896  -1.8451
N  1.2858  -0.0009  -0.6183
N  0.5584  -0.9193  -2.8193
H  -3.7845  0.8243  -0.2271
H  -1.9693  0.5191  -0.2425
H  -3.1187  -0.6268  0.6232
H  -3.4395  -0.2028  -2.4075
H  -3.9113  -1.6585  -1.4081
H  -1.1538  -1.4614  -0.8531
H  -1.2692  -1.1169  -4.0110
H  -1.2783  1.2006  -4.0463
H  -1.6881  1.2892  -2.3293
H  0.1704  1.8830  -1.7254
H  1.0356  -0.8421  -0.0824
H  1.8004  0.7915  -0.2421
H  0.9117  -1.8566  -2.6179
C  4.5216  -0.1291  -2.0598
C  4.0628  0.6244  -3.2735
O  5.1469  0.4607  -4.1822
C  5.8135  -0.6680  -3.8121
O  6.6683  -1.1821  -4.4537
O  5.3715  -1.1294  -2.6079
H  3.6945  -0.5800  -1.5122
H  5.1033  0.4948  -1.3761
H  3.1607  0.1937  -3.7192
H  3.8862  1.6799  -3.0659
C  -7.0359  -0.4952  1.0581
C  -8.0003  0.5761  1.4795
O  -7.1597  1.7183  1.6357
C  -6.0616  1.5185  0.8752
O  -5.2347  2.3518  0.6510
O  -6.0130  0.2503  0.3924
H  -7.4868  -1.2257  0.3862
H  -6.5964  -1.0183  1.9046
H  -8.7453  0.7893  0.7077
H  -8.5108  0.3388  2.4079
C  -3.6305  0.1948  5.0206
C  -4.3238  1.2912  5.7788
O  -5.5322  1.4666  5.0429
C  -5.7771  0.3095  4.3854
O  -6.7930  0.0643  3.8112
O  -4.7196  -0.5363  4.4612
H  -3.0242  -0.4419  5.6635
H  -3.0063  0.5759  4.2082
H  -4.5723  1.0011  6.8027
H  -3.7460  2.2141  5.8032
C  2.5711  -3.1276  1.9982
C  1.8801  -4.0025  3.0058
O  0.7695  -3.2003  3.4122
C  0.5112  -2.3276  2.4149
O  -0.4501  -1.6277  2.3566
O  1.4934  -2.3463  1.4729
H  3.0588  -3.6993  1.2097
H  3.3036  -2.4578  2.4550
H  1.5041  -4.9305  2.5683
H  2.5166  -4.2447  3.8552
C  7.6296  2.2242  -2.5707
C  8.7087  2.6107  -1.6014
O  8.1490  3.7502  -0.9498
C  6.7998  3.6640  -1.0652
O  6.0279  4.3632  -0.4917
O  6.4399  2.6714  -1.9243
H  7.5946  1.1497  -2.7479
H  7.7246  2.7389  -3.5296
H  8.9006  1.8348  -0.8555
H  9.6453  2.8636  -2.0958

Calculated values
Energy ... -4686.6654 a.u.
Kohn-Sham gap ... 0.323 Eh
Maximum force ... 0.093 hartree/bohr
Net charge ... +1
LUMO level ... -3.88 eV

These are the Mulliken partial charges, in e, on atoms 1 to 2: number 1, C, carries -0.625; number 2, C, carries -0.701

---

Record 4
DFT (ωB97M-V/def2-TZVPD) results for a cluster of 2 separate species, C21H33BrN4O7PS2 in total.

Element x y z (Å)
C  1.9361  3.0830  -0.5659
C  0.9802  2.5007  -1.3064
N  0.3587  1.2217  -0.9180
C  -1.0021  1.1178  -1.2570
N  -1.8647  1.9907  -0.7334
S  -1.3719  3.1807  0.4375
P  -3.5668  2.0422  -1.1602
O  -4.3163  0.9253  -0.6109
O  -3.6922  2.2504  -2.7254
O  -4.1576  3.3863  -0.5962
N  -1.2243  0.0870  -2.1265
C  -2.4965  -0.7032  -2.1544
C  -2.4329  -2.0160  -2.9570
C  -2.4659  -3.3051  -2.1207
C  -3.7556  -3.4664  -1.3344
O  -3.7307  -4.6807  -0.5494
C  -3.6901  -4.3808  0.7973
C  -2.3157  -4.2617  1.4397
O  -4.6970  -4.1966  1.4480
C  -0.1320  -0.8491  -1.6823
S  -0.4141  -1.3204  0.0590
C  1.0024  0.2135  -1.7887
Br  0.9225  0.6115  -3.7980
C  2.4622  -0.1786  -1.5975
C  2.7834  -1.3546  -0.6505
C  4.2935  -1.2186  -0.3431
C  2.5926  -2.7043  -1.3865
H  2.8012  2.5598  -0.1718
H  1.8172  4.1343  -0.3252
H  0.6421  3.0404  -2.1872
H  -1.3862  2.3906  1.5359
H  -2.8694  1.9549  -3.1431
H  -4.3811  3.2273  0.3310
H  -2.9343  -0.8895  -1.1800
H  -3.2464  -0.0991  -2.6578
H  -1.5824  -2.0445  -3.6370
H  -3.3226  -2.0587  -3.5847
H  -1.5840  -3.4275  -1.4942
H  -2.4363  -4.1230  -2.8428
H  -3.9660  -2.6427  -0.6482
H  -4.5919  -3.5348  -2.0286
H  -2.1935  -3.2861  1.9018
H  -2.2094  -5.0545  2.1728
H  -1.5734  -4.3355  0.6461
H  0.2055  -1.6245  -2.3586
H  0.1559  -2.5338  0.1319
H  2.8463  -0.4655  -2.5683
H  3.0920  0.6565  -1.2948
H  2.2872  -1.3111  0.3134
H  4.8511  -0.9475  -1.2384
H  4.6552  -2.1370  0.1084
H  4.3789  -0.4109  0.3841
H  2.9030  -2.5963  -2.4242
H  3.2710  -3.4230  -0.9323
H  1.5865  -3.1220  -1.3199
C  1.5218  4.4419  5.1707
C  2.7049  4.7493  4.5122
C  3.3099  3.8075  3.6956
C  2.7146  2.5678  3.5474
C  1.5394  2.2426  4.2017
C  0.9421  3.1885  5.0187
N  3.3404  1.5755  2.6648
O  4.3786  1.8790  2.1163
O  2.7787  0.5070  2.5237
H  1.0500  5.1810  5.8045
H  3.1556  5.7243  4.6339
H  4.2308  4.0465  3.1845
H  1.0887  1.2682  4.0822
H  0.0231  2.9500  5.5364

Calculated values
Energy ... -5277.0717 a.u.
Kohn-Sham gap ... 0.306 Eh
Maximum force ... 0.084 hartree/bohr
Net charge ... +1
LUMO level ... -4.07 eV

These are the natural (NBO) partial charges, in e, on atoms 1 to 2: number 1, C, carries -0.343; number 2, C, carries -0.070

---

Q: Among the records above, which one has the highest energy?
A: C21H33BrIrN4O2S